Record 1
Below is C7H36AgB2N14O7 as an isolated structure at a distorted geometry, with properties calculated with ωB97M-V/def2-TZVPD.

ORCA input file:
```
! RIJCOSX wB97M-V def2-TZVPD def2/J DEFGRID3
* xyz 1 3
Ag 1.274 -1.649 -0.234
B 0.067 -2.883 -2.075
H 0.867 -3.465 -1.646
H -0.188 -3.212 -3.071
H -0.791 -3.195 -1.500
H 0.221 -1.823 -1.945
B 0.448 0.562 -0.415
H 0.843 0.085 -1.298
H 0.072 1.542 -0.667
H -0.261 -0.081 0.083
H 1.349 0.705 0.161
C -1.193 -2.783 2.075
O -0.376 -2.451 1.245
N -1.001 -2.540 3.277
N -2.289 -3.431 1.726
H -1.821 -2.413 3.852
H -0.067 -2.347 3.609
H -2.356 -3.745 0.768
H -3.086 -3.722 2.273
C -3.486 -1.266 -0.641
O -3.190 -2.022 -1.521
N -4.196 -1.491 0.452
N -3.086 -0.067 -0.659
H -4.054 -0.867 1.233
H -4.420 -2.469 0.574
H -2.376 0.140 -1.346
H -3.526 0.728 -0.218
C 3.338 -0.704 -2.604
O 3.049 -1.192 -1.559
N 3.033 0.552 -2.892
N 3.833 -1.253 -3.647
H 3.238 0.844 -3.837
H 2.423 1.023 -2.239
H 3.850 -0.904 -4.595
H 4.255 -2.130 -3.378
C 3.622 -0.984 1.825
O 2.468 -1.161 1.535
N 4.506 -0.289 1.259
N 4.211 -1.440 2.891
H 5.202 0.004 1.930
H 4.174 0.289 0.499
H 3.578 -1.917 3.517
H 5.210 -1.377 3.023
C 1.139 3.671 1.619
O 0.903 4.721 2.161
N 1.982 2.806 2.000
N 0.409 3.381 0.562
H 1.619 1.868 2.088
H 2.668 3.082 2.688
H 0.225 2.410 0.352
H -0.202 4.153 0.338
C -0.248 1.653 -3.838
O -0.226 1.819 -5.013
N -0.004 2.640 -3.012
N -0.385 0.566 -3.231
H -0.083 2.522 -2.012
H 0.294 3.492 -3.465
H -0.005 0.704 -2.305
H -0.619 -0.325 -3.645
C -4.125 1.915 1.967
O -4.717 1.954 0.861
N -2.827 1.830 2.022
N -4.683 2.073 3.071
H -2.327 1.553 1.189
H -2.227 1.689 2.822
H -4.243 2.397 3.920
H -5.682 2.221 3.043
*
```

Calculated values
E_tot (eV): -48374.246
Relative energy (zero: lowest compared OMol25 entry of this formula, charge and spin) (kJ/mol): 38.7

Record 2
Below is C7H38InO17 as an isolated structure at a distorted geometry, with properties calculated with ωB97M-V/def2-TZVPD.

ORCA input file:
```
! RIJCOSX wB97M-V def2-TZVPD def2/J DEFGRID3
* xyz -1 1
In 1.175 2.559 -0.994
C -2.049 -4.685 -1.335
C -2.726 -3.353 -0.987
C -2.417 -2.688 0.334
O -2.509 -2.487 -2.099
H -1.015 -4.585 -1.324
H -2.391 -4.929 -2.378
H -2.422 -5.440 -0.692
H -3.759 -3.669 -0.800
H -1.371 -2.365 0.370
H -2.475 -3.393 1.110
H -3.046 -1.797 0.603
C 1.039 -0.695 1.345
C -0.031 0.310 0.889
C -0.447 1.411 1.836
O 0.483 0.830 -0.374
H 0.791 -0.851 2.398
H 2.111 -0.311 1.393
H 0.981 -1.595 0.758
H -0.927 -0.309 0.612
H 0.454 1.784 2.386
H -1.218 1.103 2.490
H -0.912 2.295 1.368
C -1.026 3.552 -1.116
O -0.603 2.629 -1.955
O -2.191 3.966 -1.315
O -0.122 4.012 -0.461
O -2.535 4.302 1.237
H -2.394 5.267 1.334
H -2.168 4.074 0.378
O -3.316 0.762 0.757
H -4.193 1.181 0.989
H -2.763 1.100 1.436
O -2.645 0.093 -1.740
H -2.572 0.061 -0.758
H -2.380 -0.812 -1.987
O 3.475 -2.843 0.397
H 2.697 -3.230 0.850
H 3.973 -3.537 -0.078
O 2.749 -1.064 -1.578
H 1.873 -1.506 -1.573
H 3.204 -1.764 -1.109
O 3.184 1.623 -0.897
H 3.899 1.773 -1.525
H 3.140 0.632 -0.873
O -0.128 4.448 2.679
H 0.027 5.357 2.753
H -0.912 4.389 2.134
O 4.765 -0.503 1.875
H 4.093 -0.955 1.423
H 4.419 0.229 2.382
O 1.801 3.086 0.930
H 2.696 3.318 1.347
H 1.159 3.377 1.601
O 0.040 -1.460 -1.824
H -0.698 -2.062 -1.638
H 0.009 -0.676 -1.272
O 1.565 1.819 -2.974
H 0.868 1.934 -3.610
H 2.310 1.921 -3.539
O 0.725 -4.077 0.428
H 0.883 -3.532 -0.347
H -0.215 -4.029 0.340
*
```

Calculated values
E_tot (eV): -47856.014

Record 3
Below is C7H3LuNO4S as an isolated structure at a distorted geometry, with properties calculated with ωB97M-V/def2-TZVPD.

ORCA input file:
```
! RIJCOSX wB97M-V def2-TZVPD def2/J DEFGRID3
* xyz 3 1
O 0.081 -3.264 -1.433
C -0.271 -2.165 -1.325
Lu -1.023 0.015 -0.904
O -2.558 0.016 -4.079
C -1.986 0.018 -3.072
C 1.187 0.024 -1.745
O 2.334 0.025 -1.894
C -0.271 2.205 -1.271
O 0.081 3.305 -1.349
S -0.658 -0.044 3.414
C 1.046 -0.031 3.028
C 1.230 -0.012 1.670
N 0.008 -0.009 0.960
C -1.089 -0.024 1.761
H 1.849 -0.037 3.760
H 2.160 0.000 1.088
H -2.121 -0.023 1.392
*
```

Calculated values
E_tot (eV): -61409.997

Record 4
Below is C7H4AuCl2O10Se as an isolated structure at a distorted geometry, with properties calculated with ωB97M-V/def2-TZVPD.

ORCA input file:
```
! RIJCOSX wB97M-V def2-TZVPD def2/J DEFGRID3
* xyz -1 1
Au 1.022 -0.652 -1.284
O 3.801 -3.574 -1.074
Cl 2.980 -2.693 -0.299
O 3.078 -2.966 1.103
O 3.301 -1.293 -0.586
O 1.543 -2.845 -0.732
Cl -3.508 2.353 3.627
C -2.308 1.501 2.682
C -1.141 1.044 3.296
C -0.181 0.395 2.562
C -0.333 0.165 1.179
O 0.702 -0.425 0.613
C -1.546 0.585 0.584
C -1.955 0.277 -0.789
O -1.391 -0.495 -1.542
C -2.502 1.270 1.350
H -0.996 1.212 4.356
H 0.736 0.047 3.019
H -2.875 0.781 -1.138
H -3.416 1.600 0.867
O 2.267 1.469 -4.402
Se 0.986 0.816 -3.689
O 0.856 1.299 -2.048
O 1.301 -0.828 -3.208
O -0.422 0.955 -4.446
*
```

Calculated values
E_tot (eV): -121871.764
Relative energy (zero: lowest compared OMol25 entry of this formula, charge and spin) (kJ/mol): 26.9

Record 5
Below is C7H4BF2IrNO4 as an isolated structure, with properties calculated with ωB97M-V/def2-TZVPD.

ORCA input file:
```
! RIJCOSX wB97M-V def2-TZVPD def2/J DEFGRID3
* xyz 2 6
Ir -0.206 -1.890 -0.805
O 3.282 0.136 -0.183
C 2.052 -0.221 -0.296
O 1.727 -1.424 -0.673
C 1.012 0.726 -0.025
C 1.040 2.111 0.302
C -0.141 2.770 0.396
C -1.443 2.079 0.170
C -1.385 0.698 -0.145
N -0.243 0.092 -0.182
C -2.538 -0.252 -0.462
O -3.679 -0.011 -0.473
O -2.019 -1.537 -0.791
H 3.920 -0.572 -0.399
H 1.989 2.610 0.446
H -0.172 3.825 0.634
H -2.393 2.589 0.261
F 0.899 -4.106 0.798
B -0.266 -3.636 0.512
F -1.435 -3.985 0.915
*
```

Calculated values
E_tot (eV): -25933.041
Relative energy (zero: lowest compared OMol25 entry of this formula, charge and spin) (kJ/mol): 0.0

Record 6
Below is C7H4CrNO4SbSe4 as an isolated structure, with properties calculated with ωB97M-V/def2-TZVPD.

ORCA input file:
```
! RIJCOSX wB97M-V def2-TZVPD def2/J DEFGRID3
* xyz -2 5
Cr 1.423 -2.090 0.575
Se 4.987 -1.106 1.858
Sb 4.098 -3.344 1.595
Se 3.078 -3.359 -0.729
Se 1.805 -3.264 2.691
Se 5.363 -5.327 2.110
O -0.460 -2.340 -0.101
C -1.272 -1.444 -0.421
C -1.083 -0.041 -0.396
C -2.153 0.798 -0.806
C -1.992 2.175 -0.790
C -0.736 2.692 -0.358
C 0.292 1.888 0.037
C 0.149 0.479 0.033
O 1.152 -0.276 0.426
N -2.996 3.041 -1.175
O -2.793 4.306 -1.118
O -4.118 2.540 -1.532
H -2.253 -1.790 -0.774
H -3.099 0.391 -1.133
H -0.628 3.768 -0.356
H 1.236 2.303 0.364
*
```

Calculated values
E_tot (eV): -313350.099
Relative energy (zero: lowest compared OMol25 entry of this formula, charge and spin) (kJ/mol): 86.3

Record 7
Below is a 2-piece molecular cluster, C7H4F2IO3 overall at a distorted geometry, with properties calculated with ωB97M-V/def2-TZVPD.

ORCA input file:
```
! RIJCOSX wB97M-V def2-TZVPD def2/J DEFGRID3
* xyz -1 1
C 2.108 -0.621 0.276
C 1.003 -1.568 0.217
C 1.650 0.737 0.231
C 3.415 -1.094 0.208
C -0.258 -0.769 -0.094
C 0.082 0.701 0.139
C 4.764 0.850 0.040
O 1.079 -2.768 0.011
O 2.348 1.724 0.209
O 4.210 -1.983 0.254
F 4.886 1.655 1.142
F 4.680 1.701 -1.048
I 6.744 -0.247 -0.062
H -0.315 -1.025 -1.130
H -1.128 -1.340 0.304
H -0.285 1.060 1.122
H -0.077 1.426 -0.618
*
```

Calculated values
E_tot (eV): -27001.682
Relative energy (zero: lowest compared OMol25 entry of this formula, charge and spin) (kJ/mol): 110.0

Record 8
Below is a 2-piece molecular cluster, C7H4O overall at a distorted geometry, with properties calculated with ωB97M-V/def2-TZVPD.

ORCA input file:
```
! RIJCOSX wB97M-V def2-TZVPD def2/J DEFGRID3
* xyz 0 1
C -0.962 0.074 0.363
C -0.474 0.497 -0.869
C 0.007 -0.450 1.214
C 1.896 -0.212 -0.426
C 0.855 0.322 -1.131
C 1.276 -0.524 0.730
C 1.292 0.892 -3.094
O 1.917 0.150 -3.710
H -2.007 0.136 0.629
H -1.121 0.940 -1.609
H -0.235 -0.783 2.212
H 2.915 -0.352 -0.728
*
```

Calculated values
E_tot (eV): -9366.261
Relative energy (zero: lowest compared OMol25 entry of this formula, charge and spin) (kJ/mol): 62.5

Record 9
Below is a 2-piece molecular cluster, C7H5BrFN overall at a distorted geometry, with properties calculated with ωB97M-V/def2-TZVPD.

ORCA input file:
```
! RIJCOSX wB97M-V def2-TZVPD def2/J DEFGRID3
* xyz 0 1
C 2.588 -2.373 -0.180
C 1.387 -2.097 0.336
C 0.781 -0.694 0.110
F 1.106 -0.260 -1.066
C 0.112 0.107 0.947
C -0.723 0.930 1.426
N -1.659 1.723 1.584
H 3.027 -3.285 0.007
H 3.119 -1.565 -0.713
H 0.908 -2.843 0.919
H -2.462 1.545 2.122
C -1.387 2.399 -1.733
C -2.470 2.313 -1.275
Br -3.980 1.733 -0.565
H -0.346 2.367 -1.919
*
```

Calculated values
E_tot (eV): -81583.596
Relative energy (zero: lowest compared OMol25 entry of this formula, charge and spin) (kJ/mol): 417.0
SMILES: C=CC(F)=C=C=N.C#CBr

Record 10
Below is an isolated ion of composition C7H5ClN2O4S and charge -2 at a distorted geometry, with properties calculated with ωB97M-V/def2-TZVPD.

ORCA input file:
```
! RIJCOSX wB97M-V def2-TZVPD def2/J DEFGRID3
* xyz -2 1
O 3.907 -1.451 -1.935
C 3.388 -1.565 -0.868
N 3.013 -2.285 0.065
S 4.059 -3.562 0.474
O 5.271 -2.926 0.926
O 4.142 -4.350 -0.749
O 3.428 -4.275 1.606
N 2.756 0.116 -0.530
Cl 3.944 0.834 0.514
C 1.503 0.177 -0.222
C 0.536 -0.465 -0.987
C -0.823 -0.227 -0.860
C -1.325 0.402 0.276
C -0.367 0.957 1.101
C 0.977 0.919 0.882
H 1.102 -1.068 -1.721
H -1.547 -0.542 -1.600
H -2.349 0.378 0.556
H -0.855 1.293 2.074
H 1.806 1.292 1.520
*
```

Calculated values
E_tot (eV): -41866.318
Relative energy (zero: lowest compared OMol25 entry of this formula, charge and spin) (kJ/mol): 72.3
SMILES: O=C(N=S(=O)([O-])[O-])N(Cl)c1ccccc1

Record 11
Below is C7H5ClNO8Pt as an isolated structure at a distorted geometry, with properties calculated with ωB97M-V/def2-TZVPD.

ORCA input file:
```
! RIJCOSX wB97M-V def2-TZVPD def2/J DEFGRID3
* xyz 3 1
Pt 0.101 0.051 0.186
O -3.527 2.169 -0.173
C -2.338 1.750 -0.088
O -1.978 0.577 0.138
C -1.253 2.741 -0.289
C -1.412 4.100 -0.489
C -0.255 4.857 -0.681
C 1.007 4.257 -0.672
C 1.079 2.894 -0.462
N -0.039 2.180 -0.266
C 2.286 2.034 -0.416
O 3.468 2.410 -0.644
O 2.072 0.833 -0.133
H -4.266 1.528 -0.057
H -2.404 4.536 -0.492
H -0.338 5.926 -0.843
H 1.898 4.856 -0.821
H 3.706 3.328 -0.874
O 2.540 -2.527 0.759
Cl 1.157 -2.485 0.728
O 0.681 -1.748 -0.569
O 0.412 -3.624 0.960
O 0.648 -1.294 1.609
*
```

Calculated values
E_tot (eV): -40933.602
Relative energy (zero: lowest compared OMol25 entry of this formula, charge and spin) (kJ/mol): 136.6

Record 12
Below is one molecule with the formula C7H5F at a distorted geometry, with properties calculated with ωB97M-V/def2-TZVPD.

ORCA input file:
```
! RIJCOSX wB97M-V def2-TZVPD def2/J DEFGRID3
* xyz 0 1
F 3.367 -0.454 -0.126
C 2.173 0.018 0.052
C 1.476 0.872 0.721
C 0.075 0.596 0.174
C -0.633 -0.485 0.996
C -0.195 -1.470 0.207
C 0.666 -0.779 -0.706
C -0.119 0.389 -1.324
H 1.771 1.451 1.697
H -1.226 -0.365 1.957
H -0.248 -2.551 0.154
H -1.220 0.147 -1.489
H 0.294 1.108 -2.044
*
```

Calculated values
E_tot (eV): -10050.439
Relative energy (zero: lowest compared OMol25 entry of this formula, charge and spin) (kJ/mol): 236.2
SMILES: FC1=C[C@]23C=C[C@]12C3